A 2-piece molecular cluster, C3H9NO overall, computed with ωB97M-V/def2-TZVPD.

The geometry in ORCA input format:
```
! RIJCOSX wB97M-V def2-TZVPD def2/J DEFGRID3
* xyz 0 1
H 4.36 1.10 -1.08
H 1.92 1.18 -1.38
H -0.73 -0.25 2.25
H -0.79 -0.75 -0.24
C 2.66 0.54 -1.87
N 3.86 0.35 -1.54
C -1.68 -0.26 1.72
H -2.32 0.55 2.07
H -2.33 -0.08 -0.34
O -2.33 -1.51 1.95
H -2.49 -1.84 1.06
H -1.08 0.98 -0.09
H 2.36 -0.02 -2.76
C -1.41 0.01 0.26
*
```

Summary:
* F_max: 2.2 eV Å⁻¹
* structure (SMILES): C=N.CCO
* M: 75.1 g mol⁻¹
* energy above the lowest of the compared OMol25 structures with the same formula, charge and spin: 55.9 kcal/mol

---

A 2-piece molecular cluster, C3H9NO overall, computed with ωB97M-V/def2-TZVPD.

The geometry in ORCA input format:
```
! RIJCOSX wB97M-V def2-TZVPD def2/J DEFGRID3
* xyz 0 1
C 0.33 1.04 0.47
H -2.32 -1.04 1.07
H 1.16 -2.50 -1.31
H 1.13 1.05 -1.53
N -0.51 -0.23 0.49
H 1.34 0.85 0.86
C -1.32 -0.63 1.44
H -1.51 -0.27 2.50
H -0.51 1.28 -1.48
H -0.04 -1.60 -0.70
H -0.15 1.76 1.15
O 0.89 -1.57 -1.08
H 0.72 2.62 -1.12
C 0.43 1.60 -0.95
*
```

Summary:
* F_max: 3.1 eV Å⁻¹
* structure (SMILES): C=NCC.O
* M: 75.1 g mol⁻¹
* energy above the lowest of the compared OMol25 structures with the same formula, charge and spin: 62.3 kcal/mol

---

A single C3H9NO molecule, computed with ωB97M-V/def2-TZVPD.

The geometry in ORCA input format:
```
! RIJCOSX wB97M-V def2-TZVPD def2/J DEFGRID3
* xyz 0 1
H 1.22 1.97 -0.17
H -1.02 -2.54 0.28
H -0.19 -1.51 1.58
H 0.77 -2.07 0.15
N -0.78 -0.70 -0.32
O -0.81 1.97 0.54
H 0.93 0.88 1.06
C -0.19 -1.73 0.41
H -0.53 2.73 1.09
C 0.42 1.37 0.14
C 0.18 0.23 -0.86
H 0.11 0.73 -1.89
H 1.23 -0.28 -0.95
H -1.33 -1.05 -1.07
*
```

Summary:
* F_max: 5.7 eV Å⁻¹
* structure (SMILES): CNCCO
* M: 75.1 g mol⁻¹
* energy above the lowest of the compared OMol25 structures with the same formula, charge and spin: 54.2 kcal/mol

---

A 2-piece molecular cluster, C3H9NO overall, computed with ωB97M-V/def2-TZVPD.

The geometry in ORCA input format:
```
! RIJCOSX wB97M-V def2-TZVPD def2/J DEFGRID3
* xyz 1 2
H 2.09 -1.64 -1.56
H -0.65 0.37 1.08
H -1.04 2.35 -0.86
H 0.37 -1.44 -0.88
C 1.44 -1.59 -0.71
H -2.21 0.97 -1.12
O -2.37 1.99 0.56
H -1.87 1.99 1.39
H 1.15 -1.84 1.35
C 1.86 -1.86 0.53
C -1.53 1.48 -0.41
N -0.56 0.57 0.08
H 0.42 0.79 -0.10
H 2.90 -2.14 0.64
*
```

Summary:
* <S²>: 0.76
* F_max: 1.8 eV Å⁻¹
* M: 75.1 g mol⁻¹
* energy above the lowest of the compared OMol25 structures with the same formula, charge and spin: 63.3 kcal/mol

---

An isolated ion of composition C3H9NO and charge +1, computed with ωB97M-V/def2-TZVPD.

The geometry in ORCA input format:
```
! RIJCOSX wB97M-V def2-TZVPD def2/J DEFGRID3
* xyz 1 2
H -1.94 -1.64 0.60
H -0.14 1.59 -0.77
H 1.81 1.69 -1.63
H -0.23 -1.60 1.17
H -1.65 -0.96 2.13
O 2.13 0.82 -1.37
H 1.44 -0.96 -0.53
C -0.07 0.53 -0.56
C -1.19 -1.07 1.15
H 1.76 0.43 0.56
N -0.96 0.25 0.63
H -0.52 0.03 -1.42
C 1.40 0.12 -0.42
H -1.84 0.75 0.46
*
```

Summary:
* <S²>: 0.75
* F_max: 3.4 eV Å⁻¹
* M: 75.1 g mol⁻¹
* energy above the lowest of the compared OMol25 structures with the same formula, charge and spin: 32.6 kcal/mol

---

C3H9NO2 as an isolated structure, computed with ωB97M-V/def2-TZVPD.

The geometry in ORCA input format:
```
! RIJCOSX wB97M-V def2-TZVPD def2/J DEFGRID3
* xyz 0 1
O 0.88 -0.11 -0.12
H 0.15 2.98 0.82
C 0.06 2.52 -0.32
H 1.07 2.05 -0.52
H -1.68 -0.61 1.71
C -0.89 -0.81 1.07
H -0.20 -1.15 1.89
H -0.25 3.14 -1.23
H -1.61 1.59 0.74
H 0.96 -1.87 -0.19
H -1.05 -1.54 0.17
N -1.01 1.52 -0.11
C -0.20 0.32 0.30
O 0.87 -2.96 -0.81
H 1.78 -2.79 -1.47
*
```

Summary:
* F_max: 7.0 eV Å⁻¹
* M: 91.1 g mol⁻¹
* energy above the lowest of the compared OMol25 structures with the same formula, charge and spin: 95.8 kcal/mol

---

A single C3H9NO2 molecule, computed with ωB97M-V/def2-TZVPD.

The geometry in ORCA input format:
```
! RIJCOSX wB97M-V def2-TZVPD def2/J DEFGRID3
* xyz 0 1
O 2.12 -0.95 -0.11
H 0.78 -0.74 1.40
H 1.77 1.48 -0.21
C 0.78 -0.90 0.31
C 0.08 0.32 -0.37
H 0.06 0.21 -1.47
H -1.40 0.71 1.05
H -2.88 -1.00 0.19
C -1.37 0.35 0.01
H -1.84 1.17 -0.58
H 0.30 -1.83 0.12
O -1.95 -0.93 -0.17
H 0.63 1.86 0.92
H 2.15 -1.37 -1.01
N 0.77 1.61 -0.05
*
```

Summary:
* F_max: 1.9 eV Å⁻¹
* structure (SMILES): NC(CO)CO
* M: 91.1 g mol⁻¹
* energy above the lowest of the compared OMol25 structures with the same formula, charge and spin: 38.2 kcal/mol

---

A 2-piece molecular cluster, C3H9NO2 overall, computed with ωB97M-V/def2-TZVPD.

The geometry in ORCA input format:
```
! RIJCOSX wB97M-V def2-TZVPD def2/J DEFGRID3
* xyz 0 1
C -1.27 0.10 0.50
H 3.79 -0.40 -0.71
H -1.93 0.27 2.52
H -2.67 -1.02 1.64
O -0.58 -0.79 0.10
N 2.83 -0.31 -0.43
O -1.12 1.39 0.14
H 0.89 -0.19 -1.52
H 2.55 -1.01 0.24
C 1.95 -0.30 -1.62
H -0.46 1.58 -0.48
H 2.30 0.62 -2.11
C -2.34 0.01 1.54
H -3.30 0.49 1.48
H 2.24 -1.12 -2.28
*
```

Summary:
* F_max: 2.7 eV Å⁻¹
* structure (SMILES): CC(=O)O.CN
* M: 91.1 g mol⁻¹
* energy above the lowest of the compared OMol25 structures with the same formula, charge and spin: 29.0 kcal/mol

---

A 2-piece molecular cluster, C3H9NO2 overall, computed with ωB97M-V/def2-TZVPD.

The geometry in ORCA input format:
```
! RIJCOSX wB97M-V def2-TZVPD def2/J DEFGRID3
* xyz 0 1
H -2.44 -1.95 2.35
O 1.98 -0.46 0.61
H 0.86 3.46 -2.35
C -1.48 -1.48 0.45
H -1.77 -2.51 0.30
H 1.82 4.01 -3.35
C -1.98 -1.10 1.87
N -0.03 -1.44 0.30
H -2.72 -0.30 1.81
H 0.23 0.57 0.68
H 0.41 -2.32 0.10
O 0.87 3.94 -3.18
C 0.77 -0.37 0.57
H -1.97 -0.86 -0.30
H -1.17 -0.79 2.53
*
```

Summary:
* F_max: 0.9 eV Å⁻¹
* structure (SMILES): CCNC=O.O
* M: 91.1 g mol⁻¹
* energy above the lowest of the compared OMol25 structures with the same formula, charge and spin: 24.1 kcal/mol

---

A 2-piece molecular cluster, C3H9NO2 overall, computed with ωB97M-V/def2-TZVPD.

The geometry in ORCA input format:
```
! RIJCOSX wB97M-V def2-TZVPD def2/J DEFGRID3
* xyz 0 1
H 3.31 0.70 -2.08
O 0.64 -0.81 -0.70
O -2.76 0.86 1.58
H 2.22 -1.46 -1.86
H -0.05 -0.70 1.51
N -0.65 0.11 1.50
H -0.37 0.71 2.26
C 1.55 -0.58 -1.76
H 1.02 -0.47 -2.71
H -2.13 -0.52 0.20
C 2.47 0.57 -1.40
C -1.97 0.08 1.10
H 1.80 1.45 -1.35
H 2.89 0.33 -0.42
H 0.30 -1.71 -0.72
*
```

Summary:
* F_max: 2.1 eV Å⁻¹
* structure (SMILES): NC=O.CCO
* M: 91.1 g mol⁻¹
* energy above the lowest of the compared OMol25 structures with the same formula, charge and spin: 33.1 kcal/mol

---

A 2-piece molecular cluster, C3H9NO2 overall, computed with ωB97M-V/def2-TZVPD.

The geometry in ORCA input format:
```
! RIJCOSX wB97M-V def2-TZVPD def2/J DEFGRID3
* xyz 0 1
H 2.19 -0.10 0.20
H 0.07 -2.83 0.98
H -1.36 2.16 -2.53
H -2.23 0.91 -0.09
C 1.30 -1.45 1.51
H -2.74 2.38 -0.62
O 0.91 -2.44 0.67
O 0.66 -1.17 2.49
H -3.28 0.87 -1.51
N -1.28 1.37 -1.91
C -2.48 1.40 -1.04
H -0.47 1.33 -1.34
H 3.17 -1.42 0.43
H 3.02 -0.22 1.77
C 2.51 -0.78 1.01
*
```

Summary:
* F_max: 1.8 eV Å⁻¹
* structure (SMILES): CC(=O)O.CN
* M: 91.1 g mol⁻¹
* energy above the lowest of the compared OMol25 structures with the same formula, charge and spin: 23.3 kcal/mol

---

A 2-piece molecular cluster, C3H9NO2 overall, computed with ωB97M-V/def2-TZVPD.

The geometry in ORCA input format:
```
! RIJCOSX wB97M-V def2-TZVPD def2/J DEFGRID3
* xyz 0 1
O -0.01 1.37 -1.87
N -0.62 -0.02 1.40
H 0.45 1.63 0.82
O 0.26 -0.82 -4.04
H -1.51 0.36 -1.01
H -0.25 -0.12 -3.62
C -0.52 0.85 -0.93
H -1.23 0.59 1.92
C 0.19 0.64 0.38
H -0.01 -0.71 3.45
H 0.56 -1.60 1.99
H 1.16 0.19 0.16
H 1.26 -0.13 2.46
H -0.01 -1.59 -3.52
C 0.28 -0.64 2.41
*
```

Summary:
* F_max: 2.0 eV Å⁻¹
* structure (SMILES): CNCC=O.O
* M: 91.1 g mol⁻¹
* energy above the lowest of the compared OMol25 structures with the same formula, charge and spin: 50.2 kcal/mol

---

Please write out number 2 again, unchanged.
A 2-piece molecular cluster, C3H9NO overall, computed with ωB97M-V/def2-TZVPD.

The geometry in ORCA input format:
```
! RIJCOSX wB97M-V def2-TZVPD def2/J DEFGRID3
* xyz 0 1
C 0.33 1.04 0.47
H -2.32 -1.04 1.07
H 1.16 -2.50 -1.31
H 1.13 1.05 -1.53
N -0.51 -0.23 0.49
H 1.34 0.85 0.86
C -1.32 -0.63 1.44
H -1.51 -0.27 2.50
H -0.51 1.28 -1.48
H -0.04 -1.60 -0.70
H -0.15 1.76 1.15
O 0.89 -1.57 -1.08
H 0.72 2.62 -1.12
C 0.43 1.60 -0.95
*
```

Summary:
* F_max: 3.1 eV Å⁻¹
* structure (SMILES): C=NCC.O
* M: 75.1 g mol⁻¹
* energy above the lowest of the compared OMol25 structures with the same formula, charge and spin: 62.3 kcal/mol

---

> Among the records above, which one has the highest F_max?

number 6